Entry 1:
34
Properties=species:S:1:pos:R:3:forces:R:3:lowdin_charge:R:1 method="wB97M-V/def2-TZVPD" e_above_lowest_ev=3.788 smiles="O=C(NCCCO)NC1CCCCC1" gap_ev=9.446
C 0.2289 -0.7097 -3.0462 0.264 -0.999 -0.255 -0.27
C -0.7596 0.4154 -2.8108 -0.307 2.200 -0.166 -0.18
C -0.1349 1.8263 -2.6182 0.748 -1.912 2.611 -0.16
C 0.8674 1.2215 -0.5274 -5.440 1.576 1.756 -0.62
C -0.8877 0.0582 0.9696 1.146 0.662 1.452 -0.29
C -0.7914 0.5608 2.4000 1.833 0.841 -0.378 -0.18
C 0.5857 0.3107 3.1202 -2.465 1.420 0.266 -0.16
C 0.6847 -1.2314 3.2488 1.989 1.030 0.869 -0.21
C 0.9163 -1.7269 1.8361 -0.667 0.470 -0.971 -0.19
C -0.3417 -1.3974 0.9612 1.357 0.915 -1.058 -0.11
H -1.3835 -1.6600 -3.7233 2.567 0.028 -0.497 0.13
H 1.1875 -0.3986 -3.5075 -0.724 0.459 -0.373 0.12
H 0.6710 -1.3141 -2.2187 -1.022 0.778 0.365 0.12
H -1.3436 0.6826 -3.7138 0.373 -1.060 -0.236 0.12
H -1.5836 0.3260 -2.0635 1.136 -0.734 -0.134 0.11
H 0.2557 2.2396 -3.4759 0.380 0.810 -2.253 0.09
H -0.9669 2.3793 -2.2449 -0.111 1.127 0.272 0.09
H 1.8680 1.4623 -2.1191 0.177 0.497 -0.044 0.13
H -1.0822 2.0094 -0.1191 0.635 -1.761 0.400 0.15
H -1.9362 -0.0083 0.9748 -1.615 -0.226 -1.461 0.11
H -1.5545 0.1490 2.9904 -1.080 -1.106 0.961 0.09
H -1.1449 1.5711 2.2475 0.583 0.840 0.736 0.10
H 0.4226 0.9007 4.0769 0.816 -1.073 -0.672 0.12
H 1.3778 0.7885 2.5218 -0.091 -0.470 0.402 0.10
H 1.5852 -1.4261 3.8971 -0.875 -0.253 -0.550 0.12
H -0.1948 -1.5971 3.7434 -0.491 -0.389 0.262 0.10
H 1.7542 -1.1244 1.5869 0.832 0.298 -1.056 0.07
H 1.2068 -2.7614 1.6288 -0.269 -0.056 0.648 0.11
H -0.3612 -1.8248 -0.0463 0.573 0.078 -0.009 0.10
H -1.0660 -1.9565 1.4692 -1.673 -0.697 0.697 0.09
N 1.0528 1.8786 -1.6820 -1.799 0.000 -2.135 0.09
N -0.4686 1.1756 0.0545 0.587 0.007 -1.884 0.08
O -0.3855 -1.6283 -3.9433 -2.263 -0.555 0.131 -0.11
O 1.7220 0.8094 0.1328 4.898 -2.747 2.304 0.12


Entry 2:
34
Properties=species:S:1:pos:R:3:forces:R:3:lowdin_charge:R:1 method="wB97M-V/def2-TZVPD" e_above_lowest_ev=4.556 gap_ev=7.503
C 2.7804 1.0820 0.1321 -0.720 -1.352 0.852 -0.57
C -2.9027 -0.9041 -0.6498 -0.418 -1.884 -1.946 -0.20
C -1.8985 -1.7263 0.1624 0.010 -2.355 -2.038 -0.22
C -2.4230 0.4912 -0.9792 -2.351 0.299 0.594 -0.18
C -1.4423 -0.9740 1.3521 -3.387 -0.742 0.569 -0.18
C -1.8298 1.0409 0.2770 0.938 2.142 -0.924 -0.19
C 1.2144 -0.2929 -1.3737 -0.204 -0.237 1.856 -0.05
C 0.9948 2.2370 -1.2582 -1.724 -3.535 -3.316 -0.07
C 0.3132 0.6964 1.3141 -1.057 2.346 -1.257 -0.23
C 1.6343 1.0135 -0.6502 -0.451 -0.363 -0.478 -0.32
N 1.0190 0.0177 2.1381 3.526 -1.557 1.574 0.16
N -0.8518 0.2261 0.8908 -0.511 -0.809 0.244 -0.09
O 3.2104 0.0925 0.7929 0.788 0.198 -0.458 -0.06
O 3.2462 2.3153 0.4794 -0.495 1.216 -0.571 0.07
H -3.0695 -1.4849 -1.6477 -0.215 1.002 1.748 0.14
H -3.8562 -0.8155 -0.0777 0.505 -0.290 -0.447 0.12
H -2.2804 -2.7785 0.3348 -0.204 1.322 0.542 0.13
H -1.0019 -2.0332 -0.4278 -0.432 0.813 -0.032 0.11
H -1.6657 0.5117 -1.6753 1.434 -0.242 -2.018 0.06
H -3.3303 1.0651 -1.3999 1.563 -0.426 0.866 0.15
H -2.5058 -0.7444 1.8799 2.601 -0.188 -0.213 0.18
H -0.8545 -1.6696 1.8904 0.759 0.000 1.168 0.11
H -1.3049 1.9739 0.1656 -0.355 0.653 -0.500 0.11
H -2.6042 1.2281 0.9354 -1.760 0.325 1.857 0.11
H 1.1524 -1.2452 -0.7059 0.353 1.669 -0.901 0.10
H 1.9183 -0.5063 -2.1904 -0.521 -0.029 -0.020 0.08
H 0.1705 -0.0912 -1.6963 0.849 -0.484 -0.356 0.05
H 1.0505 2.1501 -2.4001 0.338 0.215 1.112 0.11
H -0.1148 2.2427 -1.1926 0.622 0.017 0.471 0.06
H 1.3495 3.1490 -1.0356 1.457 3.097 1.216 0.03
H 0.4697 1.7578 1.2937 -0.210 0.368 -0.032 0.15
H 2.0851 0.2183 1.9949 -1.175 -0.549 0.214 0.12
H 0.8704 -0.9767 2.0374 0.207 -0.141 0.299 0.10
H 4.1774 2.3008 0.6945 0.240 -0.498 0.325 0.11


Entry 3:
36
Properties=species:S:1:pos:R:3:forces:R:3:lowdin_charge:R:1 method="wB97M-V/def2-TZVPD" e_above_lowest_ev=2.062 smiles="CC[C@H](C)[C@H](N)C(=O)N[C@H](C(=O)O)[C@@H](C)O" gap_ev=9.955
C 1.0229 -0.6443 0.9534 1.705 -2.274 -0.855 -0.23
C 0.2970 -1.5587 -0.1497 -0.871 2.190 2.049 -0.41
C 1.7475 0.5622 0.2990 -1.965 1.017 0.473 -0.35
C 1.7608 1.6550 1.4292 -0.076 0.784 -2.577 -0.04
C 3.0724 0.3096 -0.3357 2.064 -0.156 -1.074 -0.24
C 3.0558 -0.6130 -1.6268 -0.508 2.434 0.710 -0.07
C -1.9095 -0.3312 0.1435 -1.166 1.359 0.125 -0.21
C -3.1586 -1.1055 0.4193 -0.321 0.249 3.528 -0.50
C -2.2594 0.9196 -0.7364 -0.550 -0.236 1.713 -0.35
C -3.4532 1.7965 -0.2658 0.436 -1.943 2.427 -0.01
H 2.7630 -1.6943 0.8829 0.615 -0.330 -0.559 0.04
H 1.6568 -2.3757 1.7834 -0.238 -0.844 0.395 0.07
H 0.4192 -0.3638 1.8167 -0.539 0.245 -0.583 0.13
H 1.1229 0.8778 -0.5805 0.392 0.093 0.989 0.11
H 2.4471 2.4892 1.1308 -0.896 -0.375 0.214 0.09
H 2.1918 1.2268 2.2816 0.473 -0.725 1.436 0.05
H 0.7187 1.9906 1.6261 0.837 -0.001 -0.100 0.08
H 3.5054 1.2820 -0.6755 -0.476 -0.440 0.429 0.12
H 3.8414 -0.0860 0.3860 -0.750 0.291 -0.577 0.12
H 2.2809 -0.2787 -2.3752 0.667 -0.346 0.819 0.09
H 4.0309 -0.5243 -2.0832 0.214 -0.277 -0.219 0.06
H 2.8444 -1.5769 -1.2764 -0.207 -1.589 -0.199 0.02
H -1.4186 -1.8194 -1.1681 0.221 -0.063 -0.026 0.15
H -1.5110 0.1393 1.0370 -0.088 -0.503 0.290 0.16
H -2.4783 0.5690 -1.7449 0.386 0.199 -0.327 0.15
H -0.4369 1.3877 -1.1745 -0.453 0.524 0.566 0.09
H -4.4564 1.3022 -0.1504 1.131 0.328 -0.182 0.11
H -3.1892 2.3780 0.6561 -0.212 -0.919 -0.493 0.11
H -3.4630 2.5058 -0.9929 -0.663 2.190 -2.223 0.04
H -4.4780 -2.0135 -0.2716 -1.144 -0.905 -0.061 0.13
N 2.0798 -1.4999 1.5768 -0.902 1.361 0.235 0.07
N -0.9986 -1.2174 -0.4701 1.071 -0.751 -1.127 0.13
O 0.8436 -2.4957 -0.6487 0.439 -0.938 -0.652 0.08
O -3.7325 -1.2088 1.4997 0.825 0.620 -1.167 0.10
O -1.1223 1.7557 -0.5771 0.380 -0.274 -1.660 -0.04
O -3.6369 -1.7400 -0.6179 0.169 0.003 -1.737 0.16


Entry 4:
33
Properties=species:S:1:pos:R:3:forces:R:3:lowdin_charge:R:1 method="wB97M-V/def2-TZVPD" charge=+2 gap_ev="7.618 / 7.621"
C 4.3774 -0.0032 -0.8796 0.632 1.644 -0.841 -0.14
C 3.9953 -2.1582 0.1569 0.248 -0.881 0.495 0.23
C 0.0864 1.8476 0.3709 -0.235 0.517 -2.108 -0.13
C 0.4753 -0.5928 0.4765 2.251 -2.332 -1.881 -0.20
C 1.3131 1.8206 -0.6075 -0.966 -3.253 1.017 -0.23
C 1.8821 -0.2518 1.1110 -0.689 -1.860 0.505 -0.39
C -3.5391 -1.4271 -0.7938 1.762 -0.581 -0.526 -0.05
C -2.9132 1.1592 0.5143 1.980 0.316 0.479 -0.01
C -2.3185 -1.2737 0.1115 0.181 1.252 -0.522 -0.21
C -1.9073 0.1688 -0.0794 1.936 1.218 -0.243 -0.26
N 4.4098 -1.2293 -0.4310 -1.216 -1.382 0.869 -0.04
N -0.4962 0.4458 0.7090 -0.333 2.076 -1.331 -0.07
S 2.6938 1.0145 0.4621 -0.003 0.238 -0.265 1.11
H 3.8648 0.1294 -1.8279 0.423 -0.066 -0.155 0.10
H 5.2877 0.5740 -0.6639 -0.577 -0.017 -0.166 0.12
H 4.0645 -3.2410 0.4575 -0.073 1.407 -0.596 0.15
H 0.4383 2.3837 1.2388 -0.416 -0.173 0.633 0.13
H -0.7303 2.4501 -0.1276 0.928 -0.754 0.647 0.14
H 0.6271 -0.5569 -0.7026 -0.395 -0.641 2.418 0.16
H 0.0404 -1.6428 0.7509 1.218 2.232 -0.218 0.16
H 1.0717 1.1868 -1.5115 0.663 1.028 0.784 0.12
H 1.6555 2.7981 -0.8109 0.333 0.998 -0.420 0.08
H 2.3958 -0.8629 1.9480 -1.283 1.362 -1.364 0.11
H -4.4022 -0.8262 -0.5595 -0.273 -0.411 0.160 0.09
H -3.6319 -2.4569 -1.0053 -1.379 -1.419 0.725 0.08
H -3.1664 -1.2352 -1.7821 -0.032 1.193 -0.810 0.09
H -2.5500 2.2153 0.5404 -0.336 -0.817 -0.263 0.09
H -3.0548 0.8740 1.5814 -0.759 0.064 -0.876 0.12
H -3.7164 1.1004 -0.1837 -1.208 0.197 0.307 0.08
H -2.5064 -1.4145 1.1471 -0.564 -0.273 1.102 0.12
H -1.4759 -1.9269 -0.1119 -0.606 -0.275 -0.666 0.10
H -1.6174 0.3877 -1.1825 -0.476 -0.271 1.801 0.19
H -0.6528 0.5432 1.6842 -0.735 -0.337 1.311 0.16


Entry 5:
36
Properties=species:S:1:pos:R:3:forces:R:3:lowdin_charge:R:1 method="wB97M-V/def2-TZVPD" smiles="CC(=O)OCC[PH4].CC#N.CC#N.CC#N" gap_ev=7.889
C -3.5197 -0.7954 1.0713 -0.031 0.190 0.033 0.00
C -2.0646 -0.1031 1.1990 1.205 -1.965 2.650 -0.40
O -1.2885 -0.6566 2.0249 -2.262 2.401 -3.343 0.03
O -1.7288 1.0631 0.4661 -0.582 -2.908 0.809 -0.07
C -0.6350 0.8264 -0.4655 1.337 1.641 -2.142 -0.26
C 0.6722 1.7391 -0.1797 -0.893 -0.320 -0.414 -0.38
P 2.0613 0.5618 0.4681 0.015 -0.425 -0.413 0.66
H -3.6651 -1.2893 0.0429 0.227 1.158 1.357 0.07
H -4.3605 -0.0523 1.3141 1.272 -0.982 -0.711 0.09
H -3.6114 -1.6566 1.8304 0.554 1.555 -1.065 0.09
H -0.3293 -0.2694 -0.5759 -0.597 1.299 0.552 0.10
H -1.0129 1.1550 -1.5056 0.269 -0.720 1.687 0.11
H 0.4824 2.5834 0.5625 -0.056 -1.067 -1.002 0.07
H 1.0512 2.1640 -1.1851 -0.684 -0.462 1.568 0.08
H 2.3317 0.1580 -0.9024 -0.164 0.227 0.729 -0.04
H 2.7599 1.6649 1.0758 -0.222 -0.383 -0.361 -0.06
H 1.0993 -0.2616 1.1701 0.121 0.470 -0.252 -0.02
H 3.0861 -0.3771 0.9364 0.098 0.308 -0.048 -0.10
C -4.5992 -1.4255 -3.0544 0.828 0.298 -0.224 -0.07
C -3.2138 -0.9611 -3.3845 2.078 0.704 -0.486 -0.25
N -2.1254 -0.5955 -3.6440 -3.169 -1.089 0.804 0.12
H -4.9869 -2.0420 -3.8666 0.094 0.068 0.055 0.08
H -4.5843 -2.0142 -2.1361 0.044 0.054 -0.097 0.06
H -5.2553 -0.5650 -2.9156 0.119 -0.049 -0.020 0.08
C 1.3789 -3.2011 -1.4129 0.458 0.641 -0.440 -0.07
C 2.1585 -2.1815 -2.1836 1.178 1.441 -1.233 -0.27
N 2.7711 -1.3796 -2.7890 -1.783 -2.392 1.709 0.11
H 1.4077 -2.9625 -0.3481 0.042 0.048 -0.099 0.07
H 0.3410 -3.2060 -1.7495 0.114 0.062 -0.026 0.07
H 1.8090 -4.1917 -1.5681 0.007 0.130 -0.016 0.08
C 3.8282 3.4859 3.8540 0.160 -0.779 -0.434 -0.06
C 4.1231 2.1921 3.1598 0.551 -1.969 -0.915 -0.25
N 4.3535 1.1748 2.6137 -0.376 3.069 1.930 0.10
H 3.5954 4.2570 3.1180 0.027 -0.118 0.023 0.08
H 2.9750 3.3619 4.5225 0.079 -0.050 -0.087 0.08
H 4.6953 3.7998 4.4369 -0.057 -0.085 -0.083 0.08


Entry 6:
32
Properties=species:S:1:pos:R:3:forces:R:3:lowdin_charge:R:1 method="wB97M-V/def2-TZVPD" charge=+1 e_above_lowest_ev=3.705 smiles="C=CC[C@@](O)(C=C)[C@H](C)[NH+](C)C" gap_ev=10.145
C 3.1008 -2.0142 0.5031 1.364 -1.183 -0.707 0.00
C -0.2339 2.8964 -0.6401 2.134 -0.623 0.649 0.02
C 2.8715 -0.8016 0.0163 -0.240 -0.545 -1.857 -0.21
C 0.5825 1.8339 -0.6727 -0.809 -2.106 -1.569 -0.13
C -0.1392 -1.1082 -1.4061 1.439 -0.432 2.134 -0.03
C -2.4093 0.5202 -0.7972 0.101 3.861 3.916 0.04
C -2.6236 -1.2298 0.9426 -0.520 0.741 -0.815 0.02
C 2.2781 0.3280 0.7977 -0.343 2.982 -3.966 -0.09
C -0.3019 -0.6309 0.0217 1.799 3.812 -0.995 -0.15
C 0.7798 0.8303 0.4298 0.233 -2.198 -1.642 -0.40
N -1.6810 -0.1968 0.3805 -0.662 2.624 1.328 -0.15
O 0.2163 1.3388 1.5352 -1.321 0.878 2.317 -0.02
H 3.5814 -2.7980 -0.1528 -0.742 0.984 0.680 0.09
H 3.0457 -2.3309 1.5395 -0.356 0.355 0.077 0.07
H -0.3633 3.3599 -1.6238 -0.532 0.466 0.869 0.09
H -0.4483 3.2182 0.3961 -0.499 0.576 -1.098 0.09
H 3.0806 -0.7151 -1.1259 -0.415 0.415 2.191 0.14
H 0.7579 1.3181 -1.6443 0.468 1.007 0.418 0.12
H 0.9057 -1.2704 -1.6250 0.413 0.034 0.270 0.08
H -0.4384 -0.3842 -2.0696 -1.026 1.331 -1.751 0.05
H -0.5640 -2.0599 -1.5395 -1.061 -1.158 -0.478 0.09
H -2.3671 -0.1787 -1.5205 -0.274 -1.636 -2.924 0.04
H -3.4411 0.7496 -0.4224 0.829 -0.548 -0.484 0.12
H -1.9166 1.5859 -0.9585 -0.817 -2.840 -0.087 0.12
H -3.1695 -1.6204 0.1087 -0.170 -0.471 -0.632 0.09
H -2.1711 -2.0572 1.4379 0.721 -0.170 0.587 0.10
H -3.3925 -0.7319 1.5281 0.321 0.064 0.382 0.11
H 2.8933 1.2962 0.5833 -0.821 -1.633 0.662 0.17
H 2.2387 0.1540 1.8128 0.250 -0.701 2.272 0.08
H 0.1438 -1.2366 0.7335 0.092 -1.683 1.475 0.11
H -1.5939 0.6239 1.1180 0.393 -2.109 -1.308 0.20
H 0.7787 1.3112 2.3135 0.050 -0.091 0.085 0.13